This record from OMol25 describes C48H50N2O3P2SYb as an isolated structure. The level of theory is ωB97M-V with the def2-TZVPD basis set.

- DFT total energy: -4434.02862 Ha
- Spin multiplicity: 1
- Net charge: 0
- Kohn-Sham gap: 4.583 eV

Each line ends with the Löwdin charge.
Cartesian coordinates (Å):
Yb -0.63537 -0.28745 -0.95505  1.06
O -2.05502 -1.70283 -1.57022  -0.34
N -1.95765 -2.30405 -2.74206  -0.22
C -2.00674 -3.64644 -2.82114  -0.04
C -1.99953 -4.28477 -4.03277  -0.08
C -1.96219 -3.51687 -5.20262  -0.08
C -1.89161 -2.14786 -5.10931  -0.09
C -1.85596 -1.50896 -3.85723  -0.69
S -1.71712 0.16136 -3.59656  0.67
H -2.06887 -4.15617 -1.87116  0.12
H -2.03852 -5.36371 -4.06476  0.10
H -1.99282 -4.00213 -6.16911  0.10
H -1.86069 -1.51504 -5.98333  0.10
O -0.95574 -2.08474 0.65376  -0.39
P -0.79238 -2.57567 2.05313  0.74
C 0.69303 -1.75591 2.75524  -0.27
P 0.60456 -0.02527 2.11627  0.76
O 0.85725 -0.01946 0.64515  -0.38
C 1.90405 0.88679 2.97681  -0.27
C 1.93259 2.26960 2.80124  -0.07
C 2.91759 3.02705 3.40864  -0.06
C 3.88835 2.40689 4.18550  -0.07
C 3.87455 1.02916 4.34433  -0.07
C 2.88181 0.26727 3.74727  -0.07
C -0.98495 0.69277 2.55205  -0.27
C -1.13149 1.29185 3.80916  -0.07
C -2.28958 1.96702 4.13937  -0.06
C -3.33737 2.04182 3.23155  -0.06
C -3.21314 1.43757 1.98832  -0.05
C -2.04418 0.79210 1.63791  -0.10
C -0.52826 -4.35904 2.06153  -0.26
C -1.51882 -5.10243 1.41516  -0.07
C -1.42405 -6.47978 1.35227  -0.07
C -0.34199 -7.12709 1.93850  -0.07
C 0.63068 -6.39281 2.59974  -0.08
C 0.53807 -5.01116 2.66947  -0.07
C -2.21102 -2.28060 3.11590  -0.28
C -3.45695 -2.11868 2.51166  -0.07
C -4.59040 -1.96907 3.29226  -0.07
C -4.49493 -1.99163 4.67643  -0.07
C -3.25977 -2.19561 5.28042  -0.07
C -2.12598 -2.35495 4.50635  -0.07
H 1.57481 -2.20139 2.29325  0.08
H 0.73933 -1.81416 3.84321  0.07
H 1.17558 2.74084 2.18411  0.10
H 2.92632 4.10194 3.28455  0.11
H 4.65724 2.99881 4.66394  0.11
H 4.63915 0.54400 4.93697  0.11
H 2.87564 -0.80723 3.87745  0.10
H -0.31029 1.23931 4.51462  0.11
H -2.37934 2.45250 5.10265  0.11
H -4.25209 2.55602 3.49382  0.11
H -4.03249 1.46707 1.28140  0.12
H -2.00591 0.31496 0.65685  0.06
H -2.35012 -4.58108 0.95339  0.11
H -2.18759 -7.05424 0.84439  0.11
H -0.25325 -8.20308 1.87023  0.11
H 1.47150 -6.89965 3.05513  0.11
H 1.30686 -4.44270 3.17930  0.10
H -3.51961 -2.10657 1.42871  0.12
H -5.55483 -1.83070 2.82029  0.11
H -5.38021 -1.86106 5.28448  0.11
H -3.18956 -2.23719 6.35983  0.11
H -1.16924 -2.53869 4.98224  0.10
C 2.72589 -3.03306 -3.22868  -0.06
C 2.77048 -1.52528 -3.23040  -0.30
C 3.76394 -0.84415 -3.92961  -0.06
C 3.78833 0.54667 -3.91024  -0.29
C 4.86142 1.30519 -4.64994  -0.06
C 2.82184 1.25881 -3.21855  -0.01
C 1.76017 0.62020 -2.52653  -0.30
C 1.80792 -0.81053 -2.54793  -0.04
N 0.72444 1.18551 -1.87173  -0.12
C 0.46411 2.61829 -1.82989  -0.46
C 1.53039 3.41494 -1.05245  -0.07
C 1.11875 4.88716 -0.93810  -0.29
C -0.21454 5.01136 -0.19431  -0.12
C -1.29493 4.24324 -0.96036  -0.28
C -1.45235 4.83560 -2.36231  -0.12
C -0.12042 4.71988 -3.10601  -0.29
C 0.96497 5.48248 -2.34073  -0.12
C 0.25589 3.23995 -3.22584  -0.08
C -0.86353 2.77752 -1.05250  -0.12
H 3.61351 -3.44527 -3.70819  0.07
H 1.84798 -3.38765 -3.77391  0.07
H 2.67025 -3.41560 -2.20752  0.07
H 4.51272 -1.39814 -4.48494  0.10
H 5.54531 0.62763 -5.16082  0.07
H 5.44026 1.92283 -3.96007  0.07
H 4.41377 1.96695 -5.39387  0.08
H 2.90327 2.33520 -3.22640  0.08
H 1.04884 -1.38345 -1.98749  0.07
H 2.49844 3.34947 -1.54942  0.11
H 1.65454 2.96120 -0.06448  0.10
H 1.89200 5.43566 -0.38740  0.13
H -0.49500 6.06628 -0.10500  0.12
H -0.11575 4.60891 0.82117  0.11
H -2.24869 4.30667 -0.42384  0.13
H -1.76797 5.88194 -2.29401  0.12
H -2.22528 4.29068 -2.91244  0.12
H -0.22247 5.14759 -4.10868  0.14
H 0.69014 6.54005 -2.26114  0.12
H 1.91712 5.42721 -2.87731  0.12
H 1.15263 3.12602 -3.83229  0.11
H -0.54442 2.69110 -3.72828  0.08
H -1.63899 2.19011 -1.56465  0.09
H -0.71629 2.39201 -0.03378  0.09

Force components x, y, z for each atom (eV/Å):
Yb -0.1883 0.7369 -0.3767
O -1.2994 -2.2124 -0.6602
N -0.4697 0.0529 -0.5097
C -0.0608 -0.1204 -0.0143
C -0.0154 -0.0957 0.0295
C 0.0324 0.2118 0.0427
C 0.0211 -0.4027 -0.0663
C -0.1761 0.6056 0.2655
S -0.1246 -0.0133 -0.5999
H 0.0303 0.0707 0.0341
H 0.0013 0.0023 0.0207
H 0.0308 0.0251 -0.0206
H 0.0270 -0.0011 -0.0107
O -0.3971 -0.2229 0.8252
P 0.9179 -0.2192 -0.4124
C -0.9124 0.2458 0.1035
P 0.9866 -0.4498 -0.2674
O 0.5933 0.2443 1.4518
C -0.3662 -0.0099 0.1948
C -0.0858 -0.0439 -0.0342
C 0.0180 0.0673 0.0256
C -0.0476 -0.0562 -0.0411
C 0.1070 -0.0058 0.0665
C -0.1080 0.0040 -0.0530
C -0.2478 0.5155 0.2368
C 0.2490 -0.2314 -0.2724
C -0.2728 0.1454 0.1252
C 0.1194 -0.1615 -0.0106
C -0.1947 0.0958 -0.0566
C 0.4145 -0.3466 0.0411
C -0.1999 -0.0195 0.2514
C 0.0758 0.1248 -0.0042
C 0.0159 -0.0878 -0.0153
C 0.0055 0.0989 -0.0079
C 0.0823 -0.1547 0.0074
C -0.0363 0.2116 -0.0792
C -0.1582 -0.2431 0.1675
C 0.2407 0.0622 -0.1446
C -0.1683 0.0273 0.0786
C 0.1282 -0.0255 -0.0840
C -0.1523 0.0081 0.1569
C 0.1808 0.0733 -0.2077
H 0.0364 -0.0210 0.0057
H 0.0719 0.0236 0.0038
H 0.0242 0.0747 0.0311
H 0.0112 -0.0077 -0.0413
H 0.0111 -0.0028 -0.0059
H -0.0053 0.0076 0.0044
H 0.0452 0.0113 0.0348
H -0.0352 0.0683 0.0438
H 0.0218 -0.0547 0.0193
H 0.0102 0.0349 0.0011
H 0.0259 0.0523 -0.0146
H -0.2778 0.2112 0.6589
H -0.0176 -0.0727 -0.0364
H -0.0014 0.0164 -0.0126
H -0.0190 -0.0082 0.0354
H -0.0007 0.0118 0.0048
H 0.0063 -0.0357 0.0166
H -0.0131 0.0819 -0.0138
H 0.0196 -0.0051 -0.0157
H -0.0034 -0.0130 0.0024
H 0.0268 0.0014 -0.0113
H -0.0153 0.0286 0.0489
C -0.0114 0.1431 -0.0517
C -0.1368 -0.0719 0.1051
C 0.1023 -0.0371 -0.0634
C -0.0549 -0.0148 0.0245
C -0.0551 -0.0469 0.0439
C 0.0964 -0.0646 -0.0418
C -0.2280 0.1749 0.0641
C -0.1069 0.1532 0.1815
N 1.0943 1.1851 -0.6961
C 0.2745 -0.4686 -0.1063
C -0.1081 0.1629 -0.1213
C 0.1125 0.0339 0.1062
C 0.0250 0.0282 -0.0637
C -0.0679 -0.0531 0.1804
C 0.0402 -0.0577 0.0045
C 0.0092 0.0285 -0.1453
C -0.0487 0.0014 0.0660
C -0.0874 0.1445 0.1752
C 0.1684 0.1690 -0.2276
H -0.0053 -0.0454 0.0228
H 0.0035 -0.0603 0.0293
H -0.0139 -0.0654 -0.0165
H 0.0140 0.0049 0.0152
H 0.0104 0.0100 -0.0023
H 0.0275 0.0184 -0.0341
H 0.0509 0.0198 -0.0171
H -0.0510 0.0314 -0.0100
H 0.4843 -0.1136 -0.3664
H 0.0171 -0.0366 0.0082
H -0.0423 -0.0474 0.0302
H -0.0241 0.0201 -0.0295
H 0.0000 -0.0023 0.0336
H -0.0280 0.0064 0.0150
H 0.0201 0.0267 0.0045
H 0.0016 0.0042 0.0126
H -0.0251 0.0186 0.0061
H -0.0267 0.0023 0.0190
H 0.0345 0.0152 -0.0377
H -0.0070 -0.0068 -0.0099
H 0.0026 -0.0068 -0.0210
H 0.0411 -0.0373 -0.0414
H -0.0135 -0.0069 0.0463
H -0.0061 -0.0682 -0.0260

***

This record from OMol25 describes C48H51AsCdN6Se as an isolated structure. The level of theory is ωB97M-V with the def2-TZVPD basis set.

- DFT total energy: -6993.20854 Ha
- Spin multiplicity: 1
- Net charge: 0
- Kohn-Sham gap: 5.098 eV
- ΔE to the lowest compared entry with this formula, charge and spin: 0.00 kcal/mol

Each line ends with the Löwdin charge.
Cartesian coordinates (Å):
Cd 0.74474 -0.86861 -1.15531  1.37
Se 5.26125 3.17439 -6.37916  1.13
N 3.84035 2.12828 -6.56759  -0.22
C 3.47744 1.77271 -5.36598  -0.34
C 2.32651 0.91614 -5.09171  -0.08
C 1.50103 0.43306 -6.10707  0.02
C 0.41574 -0.34356 -5.77745  -0.02
C 0.19126 -0.62872 -4.43461  -0.12
N 0.98089 -0.18897 -3.46583  0.05
C 2.03163 0.58393 -3.77097  -0.16
C 2.85706 1.10260 -2.65428  -0.16
N 2.50814 0.75811 -1.40852  0.05
C 3.19725 1.23506 -0.38326  -0.11
C 4.29322 2.07833 -0.54084  -0.02
C 4.67033 2.43013 -1.81423  0.02
C 3.94140 1.94215 -2.89889  -0.08
C 4.27309 2.28769 -4.27858  -0.34
N 5.27265 3.05853 -4.60843  -0.22
H 1.72849 0.69029 -7.13354  0.12
H -0.25529 -0.72871 -6.53224  0.12
H -0.66331 -1.22138 -4.12909  0.10
H 2.86295 0.94074 0.60349  0.09
H 4.82610 2.44030 0.32721  0.11
H 5.51550 3.08044 -2.00078  0.12
C 1.30921 -5.41234 3.67831  -0.06
C 1.45580 -4.09011 2.96490  -0.28
C 1.57605 -2.91152 3.69240  -0.04
C 1.69441 -1.70037 3.01861  -0.28
C 1.82824 -0.40132 3.77526  -0.04
C 1.71550 -1.70082 1.63483  -0.06
C 1.61823 -2.87071 0.84251  -0.32
C 1.46404 -4.06681 1.57485  -0.01
N 1.58101 -2.73521 -0.52918  -0.10
C 2.05284 -3.68106 -1.54547  -0.66
C 3.20720 -3.01039 -2.31222  -0.07
C 0.91273 -3.95736 -2.53567  -0.07
C 2.58639 -5.02890 -1.05001  -0.07
H 0.99369 -5.27004 4.71203  0.07
H 2.25988 -5.95079 3.68931  0.08
H 0.57650 -6.04943 3.18041  0.07
H 1.56797 -2.93447 4.77739  0.11
H 1.44442 -0.49595 4.79139  0.07
H 1.27338 0.39854 3.28171  0.05
H 2.87646 -0.09622 3.84237  0.08
H 1.81238 -0.73831 1.13652  0.04
H 1.26905 -4.99471 1.06078  0.09
H 2.90399 -2.01949 -2.66206  0.03
H 3.50865 -3.60243 -3.18259  0.08
H 4.07083 -2.88724 -1.65508  0.08
H 0.66519 -3.05173 -3.10067  0.03
H 0.02281 -4.28380 -1.99511  0.08
H 1.19148 -4.72949 -3.25874  0.08
H 3.30985 -4.90745 -0.24406  0.09
H 3.08491 -5.52554 -1.88527  0.08
H 1.78610 -5.68655 -0.71196  0.07
C -1.29713 0.26535 6.91315  -0.05
C -1.18450 0.48639 5.42719  -0.28
C -0.72002 1.68722 4.90939  -0.03
C -0.62308 1.89984 3.54043  -0.35
C -0.03526 3.21155 3.06771  -0.09
C -1.03997 0.89955 2.64148  -0.33
As -0.62976 1.36360 0.76653  1.27
N -1.02864 -0.01170 -0.36265  -0.40
C -2.27145 -0.47865 -0.75646  -0.42
C -3.49059 -0.03543 -0.21888  -0.06
C -4.70516 -0.53156 -0.66514  -0.09
C -4.76941 -1.50484 -1.65370  -0.12
C -3.57693 -1.98024 -2.18197  -0.11
C -2.36253 -1.47658 -1.74689  -0.09
C -1.96465 2.72858 0.19559  -0.28
C -1.70514 3.23713 -1.08890  -0.28
C -0.50364 2.84997 -1.92537  -0.10
C -2.59631 4.13240 -1.67915  -0.02
C -3.74318 4.55646 -1.03367  -0.27
C -4.71249 5.50649 -1.68613  -0.05
C -3.97555 4.06963 0.24592  -0.02
C -3.12006 3.17049 0.87236  -0.27
C -3.51603 2.72525 2.26111  -0.05
C -1.45084 -0.34592 3.14881  -0.26
C -1.81381 -1.54267 2.30369  -0.04
C -1.52254 -0.51461 4.53023  -0.02
H -1.08211 1.18154 7.46320  0.07
H -0.59938 -0.50387 7.25261  0.08
H -2.30204 -0.06563 7.18173  0.08
H -0.41299 2.47744 5.58856  0.11
H 0.10011 3.89209 3.90786  0.08
H -0.66027 3.71253 2.32655  0.06
H 0.94088 3.05072 2.60212  0.07
H -3.47952 0.69724 0.57394  0.07
H -5.61986 -0.15423 -0.22181  0.10
H -5.72043 -1.89333 -1.99332  0.09
H -3.59002 -2.76080 -2.93393  0.10
H -1.44596 -1.88992 -2.15900  0.04
H 0.35064 2.55469 -1.32081  0.01
H -0.20388 3.69176 -2.55267  0.08
H -0.74957 2.01068 -2.57997  0.07
H -2.37927 4.50286 -2.67736  0.11
H -4.38019 5.78113 -2.68719  0.07
H -4.81975 6.42179 -1.10042  0.08
H -5.70220 5.05348 -1.76962  0.08
H -4.86810 4.38907 0.77682  0.12
H -4.55193 3.00215 2.45543  0.08
H -2.89750 3.20269 3.02315  0.08
H -3.41610 1.65125 2.40874  0.06
H -1.20339 -1.61059 1.41100  0.04
H -2.85831 -1.50605 1.99058  0.08
H -1.66687 -2.45632 2.88029  0.08
H -1.84087 -1.48100 4.91101  0.12

Force components x, y, z for each atom (eV/Å):
Cd 0.0989 -0.2544 0.1024
Se 0.2385 0.1933 -0.2658
N -0.0448 -0.0319 0.0353
C -0.1087 -0.0681 0.1141
C 0.0787 0.0714 -0.0739
C 0.0641 0.0477 -0.0530
C -0.0226 -0.0099 -0.0121
C -0.0060 0.0320 0.0157
N -0.0392 -0.0890 0.0928
C -0.0362 0.0107 0.1165
C -0.0919 -0.0534 0.0064
N -0.0587 -0.0336 0.0378
C 0.0032 -0.0057 -0.0286
C 0.0005 0.0058 0.0373
C 0.0589 0.0579 -0.0729
C 0.0562 0.0488 -0.1081
C -0.0964 -0.0942 0.1237
N -0.0303 -0.0379 0.0418
H -0.0071 -0.0102 0.0120
H 0.0042 0.0106 0.0165
H 0.0278 -0.0070 0.0033
H -0.0063 -0.0007 -0.0040
H -0.0144 -0.0099 -0.0098
H -0.0189 -0.0113 0.0106
C 0.0100 0.0656 -0.0394
C -0.0060 -0.0486 -0.0024
C 0.0130 -0.0170 -0.0088
C -0.0085 0.0784 0.0761
C 0.1506 -0.1060 -0.0883
C 0.0366 -0.0480 -0.0999
C -0.0699 -0.0379 0.0934
C -0.0751 -0.0002 -0.0192
N 0.0626 0.2345 -0.0815
C 0.0183 0.0336 0.0247
C 0.0044 -0.0163 -0.0033
C 0.0106 -0.0485 0.0300
C -0.0424 -0.0036 0.0213
H 0.0009 -0.0048 -0.0065
H -0.0124 -0.0088 0.0102
H 0.0088 0.0006 0.0046
H -0.0266 0.0075 -0.0250
H 0.0130 0.0014 -0.0423
H 0.1637 -0.1248 0.0613
H 0.0241 -0.0312 0.0057
H 0.0323 0.0036 -0.0281
H 0.0523 -0.0075 -0.0085
H 0.0075 -0.0058 -0.0133
H -0.0057 0.0273 0.0381
H -0.0144 0.0190 -0.0088
H -0.0295 -0.0034 0.0370
H -0.0038 -0.0111 -0.0180
H -0.0047 0.0505 -0.0094
H -0.0221 0.0062 0.0164
H 0.0069 -0.0078 0.0236
H 0.0380 -0.0013 -0.0021
C 0.0249 -0.0065 -0.0541
C -0.0590 0.0607 0.0258
C -0.0354 0.0220 0.0462
C -0.1535 0.0895 -0.0119
C -0.0712 -0.0953 0.0392
C -0.0964 0.0033 0.0141
As -0.0144 0.0318 -0.0371
N -0.2966 -0.0619 -0.1316
C 0.1042 0.1187 0.0195
C -0.0148 -0.0097 0.0688
C 0.0126 -0.0017 -0.0061
C 0.0099 0.0157 0.0032
C 0.0206 0.0221 0.0259
C 0.0210 0.0468 0.0269
C 0.0200 -0.0658 -0.0778
C 0.0305 0.0433 0.0072
C -0.1169 0.0170 -0.0090
C -0.0071 0.0366 0.0276
C 0.0110 0.0095 -0.0155
C 0.0445 -0.0301 0.0326
C -0.0145 0.0048 0.0051
C 0.0028 0.0101 0.0659
C 0.0275 0.0140 -0.0600
C 0.0086 0.0233 -0.0523
C -0.0040 0.0488 0.0693
C 0.0166 -0.0113 0.0108
H -0.0026 -0.0161 0.0004
H -0.0043 0.0068 -0.0153
H 0.0194 0.0049 0.0045
H -0.0127 -0.0139 -0.0185
H -0.0054 -0.0107 0.0062
H -0.0275 0.0241 -0.0091
H 0.0221 0.0040 -0.0196
H -0.0184 -0.0356 -0.0367
H 0.0199 0.0018 0.0060
H 0.0093 0.0097 0.0115
H 0.0151 0.0054 -0.0090
H 0.0425 -0.0553 0.0003
H 0.0617 -0.0028 0.0404
H -0.0231 -0.0120 -0.0113
H 0.0043 -0.0577 0.0177
H -0.0048 -0.0116 0.0303
H -0.0071 -0.0009 0.0133
H -0.0001 -0.0138 -0.0108
H 0.0081 0.0101 -0.0027
H 0.0269 -0.0119 -0.0174
H -0.0013 0.0115 -0.0111
H 0.0098 -0.0283 0.0107
H 0.0008 0.0219 0.0011
H 0.0539 0.0057 -0.0699
H -0.0361 0.0321 -0.0372
H 0.0003 0.0188 0.0220
H -0.0037 0.0211 -0.0035